Record 1
{
  "formula": "C4H7F3NO",
  "method": "ωB97M-V/def2-TZVPD",
  "relative_energy_kj_mol": 168.9,
  "total_charge": 1,
  "species": ["O", "H", "F", "H", "H", "C", "F", "F", "C", "C", "H", "H", "N", "H", "H", "C"],
  "positions_angstrom": [[-2.84, 1.53, -0.43], [0.91, -2.00, 0.67], [-1.56, 0.19, 0.97], [0.58, -2.38, -1.10], [1.95, 2.40, 0.38], [1.36, -2.01, -0.25], [-3.80, -0.11, 0.61], [-2.34, -0.53, -0.90], [1.21, 0.52, 0.01], [1.00, 1.77, 0.60], [1.87, -0.48, -1.67], [2.19, -2.58, -0.10], [-2.81, 0.48, -0.07], [0.13, 2.40, 0.21], [0.67, 1.45, 1.66], [1.48, -0.62, -0.58]]
}

Record 2
{
  "formula": "C4H7FN",
  "method": "ωB97M-V/def2-TZVPD",
  "relative_energy_kj_mol": 283.5,
  "total_charge": 1,
  "species": ["H", "C", "H", "N", "H", "C", "C", "H", "H", "C", "H", "F", "H"],
  "positions_angstrom": [[-0.97, -1.60, 1.11], [1.70, -0.80, -0.63], [1.47, 2.34, -1.91], [-1.85, -1.06, 1.05], [1.28, 2.28, -0.03], [1.42, 1.70, -1.05], [-1.72, 0.11, 0.70], [2.67, -1.42, -0.55], [-2.64, -1.60, 1.38], [1.54, 0.43, -0.97], [-0.81, 0.42, 0.22], [0.49, -1.51, -0.21], [-2.59, 0.71, 0.88]]
}

no.,LUMO (Ha),calculated total energy (a.u.),orbital gap (eV)
1,-0.2301,-585.5496,9.13
2,-0.1898,-310.8477,8.49